Molecular formula: C3H7N3O
Method: DFT, the ωB97M-V functional and the def2-TZVPD basis

Cartesian coordinates (Å):
C1 -0.951622 -1.971949 -1.308361
N1 -0.988865 -0.742358 -0.546990
C2 0.140842 -0.001226 -0.364189
O1 1.212472 -0.261890 -0.881953
N2 -0.017760 1.078683 0.508982
C3 1.110862 1.670332 1.064264
N3 1.038494 2.223522 2.204019
H1 0.096945 -2.241026 -1.447048
H2 -1.418987 -1.863558 -2.292407
H3 -1.455977 -2.771237 -0.757690
H4 -1.868039 -0.419413 -0.177679
H5 -0.824455 1.108286 1.118278
H6 1.986130 1.574353 0.421294
H7 1.939959 2.617481 2.459479

Forces on atoms 1 to 3 (eV/Å):
C 0.0 -0.1 -0.1
N 0.0 0.1 0.0
C 0.1 -0.1 0.0

E_LUMO (hartree): 0.0296
Charge: 0
ΔE to the lowest compared entry with this formula, charge and spin (kJ/mol): 15.4
HOMO energy (eV): -9.68
SMILES: [H]/N=C/NC(=O)NC
Spin multiplicity: 1

---

Molecular formula: C3H7N3O
Method: DFT, the ωB97M-V functional and the def2-TZVPD basis

Cartesian coordinates (Å):
C1 -1.936184 0.031530 0.887458
N1 -0.492684 0.022392 0.964294
C2 0.324676 0.045129 -0.137440
O1 -0.161634 0.629999 -1.364931
N2 1.591690 0.829852 -0.264915
C3 1.217817 0.198028 -1.551451
N3 0.984030 -1.110214 -0.914855
H1 -2.240445 0.561284 -0.017566
H2 -2.331940 0.586341 1.743354
H3 -2.396000 -0.966827 0.876422
H4 -0.050232 -0.117111 1.857551
H5 2.362699 0.293954 0.144489
H6 1.707131 0.384942 -2.504037
H7 0.257349 -1.605187 -1.445138

Forces on atoms 1 to 3 (eV/Å):
C -0.2 0.0 -0.1
N 0.2 0.0 0.2
C -0.4 0.0 0.6

E_LUMO (hartree): 0.0374
Charge: 0
ΔE to the lowest compared entry with this formula, charge and spin (kJ/mol): 401.1
HOMO energy (eV): -9.27
Spin multiplicity: 1

---

Molecular formula: C3H7N3O
Method: DFT, the ωB97M-V functional and the def2-TZVPD basis

Cartesian coordinates (Å):
C1 1.721339 0.946414 -0.540125
N1 0.659543 0.144383 -0.471709
C2 -0.038430 -0.619103 0.187331
N2 0.418423 -1.784569 0.596521
C3 -1.424371 -0.353950 0.161198
O1 -2.206027 -1.163162 0.602836
N3 -1.749179 0.970137 -0.087767
H1 2.654223 0.418318 -0.756757
H2 1.440328 1.398184 0.688585
H3 1.649902 1.660253 -1.362011
H4 -0.320004 -2.339740 0.993919
H5 1.390529 -2.006844 0.644450
H6 -1.484541 1.582390 -0.848257
H7 -2.711736 1.147290 0.191782

Forces on atoms 1 to 3 (eV/Å):
C 0.9 1.5 2.9
N -2.2 1.4 -1.7
C 3.1 -0.7 -2.7

E_LUMO (hartree): 0.0201
Charge: 0
ΔE to the lowest compared entry with this formula, charge and spin (kJ/mol): 332.9
HOMO energy (eV): -7.89
Spin multiplicity: 1